DFT (wB97M-V/def2-TZVPD) results for a 2-piece molecular cluster, C4H12 overall.

Results
- Electronic energy: -159.57694 Eh
- Energy above the lowest of the compared OMol25 structures with the same formula, charge and spin: 21.1 kJ/mol

```
! wB97M-V def2-TZVPD RIJCOSX def2/J DEFGRID3
* xyz 0 1
C -0.54 1.37 -0.83
C -1.01 2.50 -1.73
H -1.19 0.52 -0.75
H 0.44 0.96 -1.10
H -0.40 1.83 0.15
H -0.33 3.35 -1.68
H -1.91 2.94 -1.30
H -1.22 2.30 -2.78
C 0.68 -1.99 0.50
C 0.94 -1.92 2.01
H -0.32 -1.59 0.30
H 1.35 -1.44 -0.15
H 0.59 -3.03 0.18
H 1.29 -0.96 2.39
H -0.01 -2.14 2.49
H 1.63 -2.70 2.32
*
```

Atom charges from the Mulliken analysis, given in e for atoms 1 to 6: -0.66 -1.00 0.25 0.25 0.26 0.29